121
Properties=species:S:1:pos:R:3 method="wB97M-V/def2-TZVPD" charge=+1 homo_energy_ev=-10.8 relative_energy_kcal_mol=77.4
C -4.658 2.823 2.644
C -3.553 3.269 1.597
C -2.159 2.748 2.125
C -1.626 1.518 1.265
C -0.177 1.147 1.711
C 1.040 1.179 0.725
P 2.268 2.462 1.523
C 2.137 4.161 0.763
C 4.052 1.891 1.157
C 4.716 1.504 2.529
O 1.831 -0.014 1.016
C 1.378 -1.237 0.447
C 2.672 -1.916 -0.210
C 3.718 -2.482 0.802
O 4.068 -1.588 1.855
P 0.969 -2.431 1.891
N 0.923 -3.970 1.469
C 0.248 -1.178 -0.655
C -1.112 -1.890 -0.252
C -2.131 -1.936 -1.477
C -3.342 -2.831 -1.014
C -3.564 -4.119 -1.889
N -2.847 -5.310 -1.394
C -1.503 -5.400 -1.841
N -0.737 -6.247 -1.236
N -0.964 -4.607 -2.923
N -0.043 0.157 -1.255
C 0.781 1.327 -0.795
C 0.076 2.685 -1.245
C -0.803 2.556 -2.543
B 2.110 1.337 -1.739
O 2.350 0.297 -2.694
O 3.074 2.373 -1.748
C 3.147 3.047 -3.013
H -4.288 3.154 3.640
H -4.730 1.712 2.592
H -5.603 3.329 2.365
H -3.757 2.908 0.565
H -3.490 4.382 1.559
H -2.205 2.467 3.202
H -1.415 3.569 1.959
H -2.326 0.681 1.531
H -1.839 1.780 0.209
H 0.044 1.779 2.610
H -0.235 0.123 2.166
H 2.745 4.351 -0.146
H 1.058 4.430 0.635
H 2.506 4.882 1.539
H 4.086 1.046 0.437
H 4.582 2.744 0.668
H 3.903 1.294 3.265
H 5.312 2.341 2.960
H 5.409 0.637 2.430
H 3.218 -1.216 -0.876
H 2.377 -2.785 -0.853
H 3.469 -3.497 1.201
H 4.658 -2.650 0.202
H 4.563 -2.043 2.540
H -0.345 -2.084 2.363
H 1.868 -2.259 2.980
H 1.125 -4.055 0.475
H 0.618 -1.822 -1.492
H -1.541 -1.323 0.603
H -0.943 -2.971 -0.020
H -1.646 -2.265 -2.418
H -2.536 -0.888 -1.553
H -4.294 -2.244 -0.974
H -3.174 -3.159 0.046
H -4.654 -4.366 -1.826
H -3.355 -3.885 -2.954
H -2.909 -5.340 -0.382
H 0.185 -6.194 -1.676
H -1.213 -4.957 -3.842
H 0.025 -4.436 -2.822
H -0.072 0.030 -2.273
H -1.023 0.383 -1.015
H -0.478 3.163 -0.399
H 0.842 3.457 -1.500
H -0.774 3.549 -3.054
H -0.307 1.858 -3.270
H -1.864 2.277 -2.373
H 3.309 0.172 -2.632
H 2.211 3.596 -3.285
H 3.976 3.793 -2.976
H 3.378 2.354 -3.857
C 1.080 -2.114 -5.808
O 0.152 -1.914 -6.869
C -0.419 -3.040 -7.314
O -0.213 -4.151 -6.900
O -1.254 -2.714 -8.298
C -1.940 -3.826 -8.876
H 1.481 -1.140 -5.530
H 0.582 -2.547 -4.938
H 1.905 -2.747 -6.133
H -2.558 -4.328 -8.131
H -1.233 -4.526 -9.322
H -2.587 -3.438 -9.660
C 4.440 6.560 3.279
O 3.096 6.956 3.544
C 2.967 8.239 3.901
O 3.859 9.032 4.007
O 1.673 8.478 4.119
C 1.387 9.821 4.511
H 4.423 5.507 3.000
H 4.854 7.132 2.448
H 5.060 6.672 4.168
H 1.682 10.522 3.730
H 1.886 10.062 5.450
H 0.312 9.896 4.659
C -2.013 -4.465 2.929
O -2.657 -5.260 3.920
C -3.947 -4.964 4.093
O -4.562 -4.117 3.499
O -4.433 -5.769 5.037
C -5.815 -5.562 5.328
H -0.976 -4.786 2.865
H -2.481 -4.614 1.954
H -2.036 -3.410 3.210
H -6.427 -5.753 4.446
H -5.983 -4.551 5.700
H -6.094 -6.269 6.105



116
Properties=species:S:1:pos:R:3 method="wB97M-V/def2-TZVPD" charge=0 homo_energy_ev=-8.6 smiles="CCCCN[C@]1([C@@H](I)CC)OS(=O)(=O)[C@@H](CCN)[C@H](C)[C@@]1(CCCP(=O)(OCC)OCC)CNC.COCCOC.COCCOC"
C 4.809 -3.077 3.975
C 3.434 -3.497 4.501
C 2.389 -3.555 3.397
C 1.982 -2.159 2.884
N 1.453 -2.335 1.545
C 0.989 -1.198 0.784
C 1.901 -0.882 -0.441
I 3.819 -0.109 0.319
C 2.245 -2.059 -1.385
C 3.509 -2.897 -1.139
O 1.129 -0.074 1.725
S 0.467 1.312 1.349
O 1.189 2.050 0.360
O 0.367 2.029 2.577
C -1.231 1.068 0.780
C -1.639 2.357 0.111
C -1.702 3.593 1.050
N -2.912 4.372 0.747
C -1.157 -0.121 -0.212
C -2.458 -0.335 -0.999
C -0.543 -1.395 0.435
C -1.212 -1.771 1.791
C -2.731 -1.570 1.950
C -3.601 -2.764 1.525
P -5.239 -2.624 2.301
O -5.262 -3.305 3.583
O -5.680 -1.088 2.403
C -5.529 -0.494 3.708
C -6.695 -0.766 4.647
O -6.242 -3.322 1.252
C -7.392 -2.582 0.812
C -7.080 -1.600 -0.291
C -0.794 -2.557 -0.556
N -0.135 -3.855 -0.280
C -1.066 -4.916 0.108
H 5.031 -3.606 3.053
H 5.571 -3.234 4.728
H 4.789 -2.014 3.751
H 3.509 -4.485 4.941
H 3.116 -2.773 5.250
H 2.818 -4.104 2.557
H 1.494 -4.095 3.697
H 1.242 -1.811 3.590
H 2.885 -1.561 2.944
H 1.975 -2.987 0.985
H 1.572 -0.051 -1.044
H 1.438 -2.760 -1.513
H 2.398 -1.609 -2.361
H 4.380 -2.449 -1.588
H 3.364 -3.833 -1.677
H 3.676 -3.169 -0.104
H -1.778 0.822 1.681
H -0.911 2.553 -0.672
H -2.603 2.298 -0.374
H -1.767 3.209 2.062
H -0.821 4.199 0.904
H -3.633 4.238 1.440
H -2.718 5.353 0.614
H -0.440 0.216 -0.959
H -3.059 0.559 -1.101
H -2.199 -0.639 -2.007
H -3.095 -1.117 -0.615
H -1.022 -2.824 1.946
H -0.737 -1.278 2.629
H -3.128 -0.662 1.514
H -2.906 -1.476 3.019
H -3.765 -2.816 0.454
H -3.174 -3.663 1.950
H -4.603 -0.766 4.199
H -5.474 0.575 3.535
H -6.935 0.123 5.221
H -6.392 -1.509 5.371
H -7.597 -1.076 4.135
H -8.064 -3.317 0.381
H -7.939 -2.107 1.620
H -6.474 -2.069 -1.057
H -8.009 -1.263 -0.740
H -6.560 -0.723 0.079
H -1.853 -2.770 -0.608
H -0.523 -2.217 -1.552
H 0.227 -4.164 -1.174
H -1.359 -4.851 1.148
H -0.535 -5.857 -0.001
H -1.933 -4.990 -0.552
C 1.604 4.322 -1.822
O 0.787 4.450 -2.983
C -0.498 4.978 -2.703
C -0.594 6.445 -3.060
O 0.233 7.243 -2.227
C 1.446 7.630 -2.849
H 2.622 4.119 -2.156
H 1.606 5.239 -1.228
H 1.262 3.488 -1.205
H -0.760 4.825 -1.651
H -1.216 4.421 -3.315
H -1.625 6.779 -2.903
H -0.346 6.598 -4.114
H 1.258 8.406 -3.599
H 1.946 6.781 -3.320
H 2.097 8.039 -2.078
C 7.053 2.104 -2.746
O 7.154 1.815 -4.131
C 6.967 0.441 -4.428
C 5.576 0.169 -4.957
O 4.591 0.397 -3.961
C 3.921 1.639 -4.122
H 6.991 3.186 -2.638
H 6.163 1.653 -2.301
H 7.945 1.749 -2.217
H 7.166 -0.177 -3.547
H 7.697 0.174 -5.200
H 5.510 -0.885 -5.245
H 5.378 0.774 -5.846
H 3.221 1.579 -4.962
H 4.622 2.460 -4.288
H 3.359 1.836 -3.210



110
Properties=species:S:1:pos:R:3 method="wB97M-V/def2-TZVPD" charge=0 homo_energy_ev=-7.8 smiles=CC1(C)CCCC(C)(C)N1O.CC1(C)CCCC(C)(C)N1O.CC1(C)CCCC(C)(C)N1O.OCCO.OCCO relative_energy_kcal_mol=33.9
C 12.962 11.075 7.406
C 12.271 9.950 6.619
C 11.755 10.452 5.313
C 13.420 8.885 6.342
C 12.919 7.507 5.914
C 11.887 6.994 6.988
C 10.670 7.941 7.268
C 9.709 7.801 6.093
C 9.909 7.450 8.516
N 11.154 9.382 7.447
O 10.071 10.285 7.719
H 14.006 11.171 7.110
H 12.554 12.072 7.240
H 12.954 10.909 8.484
H 12.418 11.209 4.895
H 11.623 9.621 4.620
H 10.767 10.889 5.459
H 14.020 9.218 5.496
H 14.123 8.817 7.172
H 12.398 7.523 4.957
H 13.822 6.927 5.722
H 12.495 6.813 7.874
H 11.594 6.042 6.544
H 8.737 8.283 6.188
H 9.496 6.733 6.046
H 10.146 8.094 5.138
H 9.273 6.607 8.249
H 9.207 8.225 8.824
H 10.596 7.228 9.333
H 10.181 10.418 8.663
C 6.653 14.046 12.985
C 5.491 13.171 12.457
C 5.880 11.658 12.426
C 4.337 13.341 13.455
C 3.551 14.675 13.409
C 3.073 14.814 11.968
C 4.191 14.766 10.962
C 3.564 14.621 9.522
C 5.004 16.065 10.943
N 4.997 13.545 11.135
O 5.921 13.290 10.037
H 6.946 13.744 13.990
H 7.587 14.169 12.437
H 6.188 15.024 13.109
H 6.812 11.594 11.863
H 6.136 11.194 13.378
H 5.137 11.046 11.915
H 3.567 12.581 13.324
H 4.650 13.120 14.475
H 2.753 14.682 14.152
H 4.152 15.527 13.726
H 2.638 15.812 11.919
H 2.296 14.075 11.770
H 2.960 13.722 9.397
H 4.304 14.654 8.722
H 2.859 15.444 9.407
H 4.975 16.602 11.892
H 4.616 16.742 10.182
H 6.066 15.961 10.720
H 5.483 12.534 9.639
C 16.095 10.742 12.617
C 15.094 10.747 11.403
C 14.937 12.136 10.895
C 15.567 9.930 10.267
C 15.570 8.418 10.401
C 14.123 8.003 10.717
C 13.469 8.766 11.914
C 11.942 8.655 11.891
C 13.958 8.232 13.271
N 13.786 10.216 11.804
O 13.169 11.012 12.764
H 16.880 11.465 12.393
H 15.659 11.150 13.529
H 16.707 9.867 12.834
H 14.147 12.244 10.152
H 14.766 12.745 11.783
H 15.887 12.428 10.446
H 15.011 10.236 9.381
H 16.611 10.146 10.040
H 16.038 7.982 9.518
H 16.224 8.057 11.195
H 14.005 6.920 10.752
H 13.559 8.341 9.847
H 11.614 7.645 11.645
H 11.670 9.217 10.997
H 11.330 9.002 12.723
H 13.068 7.868 13.785
H 14.362 8.902 14.030
H 14.583 7.354 13.104
H 13.695 11.001 13.567
O 12.553 14.016 16.472
C 11.819 12.988 15.818
C 12.542 11.671 16.197
O 13.823 11.643 15.645
H 12.115 14.049 17.326
H 10.782 13.027 16.150
H 12.019 13.157 14.760
H 12.057 10.715 15.999
H 12.601 11.689 17.285
H 14.476 11.926 16.289
O 10.736 11.313 10.360
C 10.271 12.626 10.708
C 10.264 12.866 12.193
O 9.934 11.676 12.945
H 11.622 11.118 10.673
H 10.804 13.378 10.126
H 9.200 12.735 10.533
H 9.672 13.752 12.424
H 11.295 13.048 12.499
H 10.521 10.995 12.608



116
Properties=species:S:1:pos:R:3 method="wB97M-V/def2-TZVPD" charge=-1 homo_energy_ev=-4.9
C -1.432 -4.202 6.944
C -2.734 -3.527 6.490
C -3.045 -2.259 7.282
O -4.437 -1.985 7.340
C -5.176 -2.274 8.439
Br -4.624 -4.108 9.189
O -5.060 -1.387 9.441
B -6.257 -1.511 10.297
I -6.970 0.579 10.887
O -7.249 -2.179 9.375
C -6.695 -2.323 8.173
Cl -6.999 -0.730 7.110
C -7.347 -3.395 7.309
C -7.712 -4.703 7.985
O -7.083 -5.723 7.922
H -1.638 -5.133 7.474
H -0.864 -3.567 7.630
H -0.775 -4.433 6.104
H -3.575 -4.210 6.612
H -2.680 -3.278 5.427
H -2.618 -1.383 6.788
H -2.628 -2.303 8.292
H -6.129 -2.117 11.321
H -8.289 -2.948 6.988
H -6.729 -3.581 6.428
H -8.682 -4.682 8.525
C -11.936 4.105 12.462
C -11.045 3.557 11.357
O -10.376 2.364 11.696
C -11.178 1.234 11.973
C -12.058 0.802 10.812
H -11.359 4.261 13.375
H -12.362 5.062 12.153
H -12.764 3.432 12.691
H -10.246 4.267 11.139
H -11.627 3.436 10.434
H -11.785 1.395 12.874
H -10.457 0.449 12.199
H -12.811 1.551 10.560
H -12.582 -0.119 11.074
H -11.445 0.613 9.929
C 0.364 -2.712 1.341
C -1.018 -2.692 1.971
O -1.057 -2.138 3.273
C -0.640 -0.790 3.395
C -1.465 0.191 2.581
H 1.067 -3.251 1.979
H 0.330 -3.206 0.369
H 0.754 -1.706 1.178
H -1.385 -3.711 2.098
H -1.726 -2.177 1.310
H 0.424 -0.689 3.147
H -0.745 -0.568 4.457
H -1.366 0.022 1.508
H -1.130 1.209 2.787
H -2.520 0.116 2.847
C 4.168 -4.075 -0.972
C 2.839 -4.774 -1.206
O 1.810 -3.917 -1.666
C 2.059 -3.255 -2.896
C 2.258 -4.188 -4.078
H 4.046 -3.249 -0.270
H 4.885 -4.782 -0.553
H 4.592 -3.680 -1.897
H 2.460 -5.175 -0.265
H 2.972 -5.623 -1.887
H 2.913 -2.575 -2.810
H 1.174 -2.637 -3.057
H 3.148 -4.808 -3.966
H 2.385 -3.598 -4.987
H 1.395 -4.844 -4.203
C 4.225 0.282 -6.474
C 3.520 -0.273 -5.250
O 4.372 -0.984 -4.368
C 5.456 -0.251 -3.820
C 5.037 0.962 -3.008
H 4.719 -0.518 -7.028
H 3.500 0.763 -7.133
H 4.976 1.029 -6.212
H 2.764 -1.001 -5.548
H 2.998 0.531 -4.718
H 6.160 0.045 -4.605
H 5.970 -0.967 -3.178
H 4.545 1.717 -3.622
H 5.919 1.425 -2.564
H 4.356 0.672 -2.206
C 8.289 2.726 -9.022
C 6.912 2.673 -8.389
O 6.848 3.178 -7.064
C 7.221 4.536 -6.906
C 6.376 5.510 -7.710
H 9.023 2.186 -8.421
H 8.239 2.277 -10.014
H 8.641 3.752 -9.148
H 6.582 1.637 -8.301
H 6.189 3.185 -9.034
H 8.283 4.676 -7.141
H 7.100 4.731 -5.840
H 6.495 5.366 -8.785
H 6.679 6.533 -7.479
H 5.320 5.399 -7.463
C 4.519 3.394 -13.237
C 5.266 3.489 -11.918
O 6.654 3.218 -12.016
C 7.403 4.077 -12.858
C 7.364 5.538 -12.444
H 4.660 2.411 -13.687
H 3.453 3.546 -13.064
H 4.848 4.150 -13.951
H 4.890 2.738 -11.223
H 5.094 4.469 -11.455
H 7.087 3.969 -13.902
H 8.424 3.701 -12.792
H 6.362 5.962 -12.523
H 8.020 6.120 -13.093
H 7.706 5.654 -11.414